[1]
C47H46ClF6GeMgN5O6S2Si | ωB97M-V/def2-TZVPD

The geometry in ORCA input format:
```
! RIJCOSX wB97M-V def2-TZVPD def2/J DEFGRID3
* xyz -2 1
Mg 0.44282 -4.22174 0.21090
F 1.88673 7.61293 2.08492
C 1.93119 6.64961 3.00436
F 3.19866 6.54354 3.46704
F 1.29618 7.13275 4.07184
S 1.47206 5.00882 2.32987
O 2.53039 4.47304 1.46876
O 1.29444 4.27664 3.55308
N 0.19439 5.28853 1.47757
S -1.25115 5.88507 1.68467
O -1.52403 6.54867 2.92264
O -1.60939 6.55820 0.46449
C -2.16294 4.21920 1.59527
F -1.77953 3.52876 0.50629
F -3.45257 4.53809 1.45990
F -1.98294 3.49174 2.66084
C -1.52385 1.50426 4.76453
N -1.46691 1.01596 6.18633
C -0.04618 1.01494 6.46066
N 0.68072 0.10572 5.61837
C 0.62060 0.54709 4.22283
N -0.82649 0.57557 3.82396
C -1.33023 -0.82458 3.95730
N -1.27736 -1.30962 5.40591
C -1.94452 -0.35660 6.28634
C 0.18185 -1.23696 5.84248
H -0.93048 2.24796 4.76835
H -2.43094 1.45982 4.50585
H 0.11030 0.86148 7.41030
H 0.36526 1.94910 6.34868
H 1.15020 0.14792 3.59113
H 1.08541 1.57931 4.30602
H -0.76692 -1.45029 3.34587
H -2.37023 -0.98472 3.58041
H -1.89574 -0.67114 7.17382
H -2.84714 -0.36093 6.20244
H 0.55797 -1.78629 5.19721
H 0.18075 -1.48029 6.82122
C -3.13775 0.55362 -0.54442
C -2.98848 -0.31475 0.51150
C -2.50848 -1.57850 0.36924
C -2.47153 -2.20018 -0.92218
C -2.70707 -1.34749 -2.02016
C -3.06155 -0.01830 -1.80356
Si -1.84412 -3.98549 -0.95762
C -1.55728 -4.29498 -2.87515
C -0.18986 -4.65530 -3.27635
C 0.25504 -4.73346 -4.60646
C -0.71556 -4.43193 -5.60650
C -1.97355 -4.13303 -5.24771
C -2.46896 -4.09196 -3.90921
C -3.32414 -5.23778 -0.53230
C -4.59748 -4.83241 -0.25616
C -5.59836 -5.80539 0.11875
C -5.29629 -7.15120 0.07827
C -4.06625 -7.59086 -0.41582
C -3.10157 -6.61959 -0.72549
H -3.27438 1.58969 -0.38063
H -2.95469 0.05486 1.53963
H -2.33964 -2.19234 1.27103
H -2.81790 -1.65083 -3.04236
H -3.31239 0.62680 -2.67411
H 0.65208 -4.74721 -2.55396
H 1.24407 -4.77920 -4.78283
H -0.53213 -4.38203 -6.64953
H -2.67694 -4.14173 -6.05951
H -3.50979 -3.82928 -3.83798
H -4.81723 -3.73505 -0.35689
H -6.61281 -5.55020 0.44322
H -6.11186 -7.94003 0.30844
H -3.88277 -8.70286 -0.55441
H -2.13061 -6.97123 -1.18496
O 1.15124 -2.43593 -0.66005
C 0.91024 -1.82531 0.46472
O 0.72571 -2.50669 1.50225
C 1.09131 -0.33204 0.59149
C 0.64877 0.52962 -0.60726
Ge 1.92446 1.22443 -1.84088
C 1.90191 3.11326 -2.11839
C 2.90473 3.70592 -2.89430
C 3.03930 5.07821 -2.99679
C 2.17473 5.92648 -2.32509
C 1.13195 5.38130 -1.53349
C 0.93350 3.96421 -1.48465
C 3.83425 0.94902 -1.23939
C 4.47044 -0.25943 -1.25872
C 5.70914 -0.52053 -0.67057
C 6.37043 0.57071 -0.11625
C 5.77397 1.86263 -0.14160
C 4.49796 2.05148 -0.71485
C 1.71613 0.38343 -3.75489
C 2.43322 0.95233 -4.82131
C 2.19763 0.56303 -6.14483
C 1.40867 -0.52891 -6.42141
C 0.73735 -1.06416 -5.33215
C 0.80624 -0.63603 -4.03610
H 2.06782 -0.28127 0.72129
H 0.70644 0.05679 1.53742
H 0.20956 1.30798 -0.17576
H -0.10388 -0.02859 -1.12676
H 3.65847 3.14338 -3.37637
H 3.82374 5.36888 -3.65238
H 2.34854 6.94100 -2.36204
H 0.70688 6.07205 -0.84603
H 0.35532 3.53543 -0.71125
H 4.03139 -1.12091 -1.79684
H 6.11305 -1.49870 -0.62532
H 7.32083 0.42371 0.50039
H 6.17013 2.74032 0.27220
H 4.04920 2.98475 -0.61332
H 3.04992 1.72909 -4.61939
H 2.48491 1.23329 -6.99424
H 1.25996 -0.85030 -7.40752
H 0.15495 -1.96516 -5.41266
H 0.08706 -1.09069 -3.35687
Cl 1.68229 -6.11007 0.95370
*
```

The value obtained for the LUMO energy is 0.147 hartree. The HOMO energy is -3.582 eV. For the relative energy (zero: lowest compared OMol25 entry of this formula, charge and spin), the calculation gives 174.6 kcal per mole. Its gap between HOMO and LUMO is 7.58 eV. The total energy is -6966.0290 Eh.

Here are the Mulliken charges for atoms 1 to 5, given in e: 0.46, -0.23, 0.41, -0.23, -0.22

=====

[2]
C2H6N | ωB97M-V/def2-TZVPD

The geometry in ORCA input format:
```
! RIJCOSX wB97M-V def2-TZVPD def2/J DEFGRID3
* xyz 1 1
C -1.33410 -0.12765 0.22055
C -0.22010 0.25793 -0.33209
N 1.19603 -0.07404 0.08223
H -2.43040 0.07684 -0.34095
H -1.27307 -0.78434 1.16762
H -0.15026 0.83673 -1.29188
H 1.36123 -0.87589 0.72210
H 1.66508 -0.20530 -0.80118
H 1.78037 0.68857 0.63789
*
```

The value obtained for the LUMO energy is -0.153 hartree. Its structure (SMILES) is C=C[NH3+]. The HOMO energy is -16.073 eV. For the relative energy (zero: lowest compared OMol25 entry of this formula, charge and spin), the calculation gives 22.9 kcal per mole. Its gap between HOMO and LUMO is 11.91 eV. The total energy is -134.2352 Eh.

Here are the natural (NBO) charges for atoms 1 to 5, given in e: -0.33, -0.11, -0.72, 0.30, 0.24